This record from OMol25 describes a cluster of 13 separate species, C78H195N13O26 in total. The level of theory is ωB97M-V/def2-TZVPD.

Values from the calculation:
gap between HOMO and LUMO = 0.331 Eh
electronic energy = -156632.8721 eV
largest force on an atom = 3.93 eV Å⁻¹
LUMO level = 0.0189 hartree
relative energy (zero: lowest compared OMol25 entry of this formula, charge and spin) = 62.3 kcal per mole
E_HOMO = -0.31228 Eh
charge = 0

Last column: Mulliken charge in e.
Geometry (Å):
C (20.89, 15.04, 20.83)  -0.441
O (20.38, 16.19, 21.35)  -0.306
C (20.45, 16.28, 22.81)  0.652
C (19.70, 17.43, 23.34)  -0.815
N (18.24, 17.31, 23.16)  -0.122
C (17.66, 16.33, 24.09)  -0.297
C (17.13, 17.13, 25.32)  -0.605
O (16.37, 16.37, 26.24)  -0.345
C (15.71, 17.26, 27.11)  -0.700
H (20.77, 15.03, 19.77)  0.276
H (20.47, 14.20, 21.36)  0.323
H (21.98, 15.07, 20.95)  -0.089
H (21.52, 16.36, 23.02)  -0.332
H (20.05, 15.33, 23.23)  0.354
H (20.03, 18.41, 22.97)  0.104
H (19.96, 17.48, 24.39)  0.005
H (18.08, 16.96, 22.24)  0.268
H (18.26, 15.49, 24.41)  0.185
H (16.78, 15.97, 23.57)  0.460
H (16.61, 17.96, 24.84)  0.341
H (17.94, 17.66, 25.81)  0.297
H (16.38, 17.95, 27.63)  0.291
H (15.24, 16.64, 27.90)  0.255
H (14.90, 17.75, 26.55)  0.295
C (20.94, 26.66, 26.60)  -0.804
O (20.85, 26.63, 25.18)  -0.348
C (21.57, 27.70, 24.45)  -0.541
C (21.38, 27.43, 22.97)  -0.863
N (22.20, 26.33, 22.51)  0.393
C (22.20, 26.26, 21.08)  -1.123
C (22.95, 25.11, 20.48)  -0.139
O (22.56, 23.91, 21.17)  -0.550
C (23.30, 22.79, 20.73)  -0.124
H (21.90, 26.93, 26.92)  0.317
H (20.68, 25.69, 27.02)  0.260
H (20.26, 27.38, 27.02)  0.324
H (22.60, 27.61, 24.84)  0.323
H (21.06, 28.63, 24.68)  0.411
H (21.60, 28.36, 22.43)  0.417
H (20.33, 27.21, 22.95)  0.372
H (22.05, 25.42, 22.95)  0.116
H (22.69, 27.11, 20.59)  0.316
H (21.15, 26.28, 20.62)  0.306
H (24.01, 25.15, 20.69)  0.362
H (22.69, 25.03, 19.40)  0.131
H (22.80, 21.87, 21.11)  -0.115
H (24.32, 22.93, 21.00)  0.650
H (23.14, 22.77, 19.61)  -0.065
C (29.55, 19.79, 26.68)  -0.091
O (28.62, 19.47, 27.72)  -0.534
C (27.29, 19.62, 27.19)  0.873
C (26.31, 19.06, 28.22)  0.126
N (26.85, 17.92, 28.87)  -0.169
C (25.88, 17.37, 29.79)  -1.165
C (25.16, 16.31, 29.05)  0.695
O (23.90, 16.00, 29.68)  -0.461
C (23.10, 15.10, 28.94)  -0.648
H (30.52, 19.49, 27.12)  0.378
H (29.67, 20.84, 26.47)  0.137
H (29.32, 19.22, 25.81)  -0.187
H (27.17, 19.04, 26.24)  -0.599
H (27.06, 20.64, 26.92)  0.043
H (25.41, 18.70, 27.69)  -0.512
H (26.12, 19.82, 28.98)  0.241
H (27.69, 18.19, 29.37)  0.314
H (25.18, 18.15, 30.09)  0.310
H (26.33, 16.99, 30.70)  0.451
H (25.82, 15.44, 28.81)  0.496
H (24.96, 16.71, 28.02)  -0.562
H (22.03, 15.17, 29.09)  0.313
H (23.45, 14.11, 29.13)  0.340
H (23.17, 15.39, 27.88)  0.093
C (22.25, 18.45, 28.32)  -0.669
O (22.33, 19.42, 27.30)  -0.553
C (22.84, 18.86, 26.11)  1.525
C (23.20, 20.03, 25.22)  0.038
N (24.21, 20.83, 25.82)  0.532
C (24.75, 21.77, 24.83)  -0.622
C (25.68, 22.79, 25.44)  0.947
O (25.09, 23.54, 26.52)  -0.652
C (24.01, 24.32, 26.09)  -0.590
H (21.74, 17.51, 28.03)  0.187
H (21.66, 18.94, 29.03)  0.459
H (23.24, 18.11, 28.64)  0.212
H (22.05, 18.18, 25.67)  -0.375
H (23.77, 18.23, 26.26)  -0.781
H (22.25, 20.53, 25.01)  0.256
H (23.45, 19.62, 24.24)  -0.572
H (23.84, 21.38, 26.57)  0.410
H (23.92, 22.25, 24.28)  0.525
H (25.29, 21.21, 24.08)  -0.424
H (26.00, 23.55, 24.68)  0.080
H (26.55, 22.33, 25.92)  -0.431
H (23.73, 25.07, 26.86)  0.225
H (23.14, 23.60, 25.98)  0.222
H (23.89, 24.78, 25.09)  0.262
C (33.27, 17.11, 14.19)  -0.839
O (32.36, 17.32, 15.23)  -0.223
C (31.13, 16.59, 15.14)  -0.657
C (30.06, 17.22, 16.03)  0.417
N (28.88, 16.36, 16.00)  -0.202
C (27.86, 16.84, 16.88)  1.281
C (26.55, 16.24, 16.73)  -1.637
O (26.46, 14.94, 17.31)  0.432
C (25.39, 14.15, 16.84)  -1.141
H (34.11, 17.79, 14.32)  0.261
H (32.80, 17.33, 13.19)  0.325
H (33.72, 16.13, 14.12)  0.292
H (31.21, 15.60, 15.48)  0.314
H (30.72, 16.51, 14.11)  0.347
H (29.68, 18.14, 15.61)  0.086
H (30.45, 17.40, 17.05)  -0.232
H (29.27, 15.44, 16.28)  -0.059
H (27.74, 17.91, 16.61)  -0.059
H (28.20, 16.82, 17.94)  -0.373
H (26.19, 16.28, 15.70)  0.401
H (25.80, 16.81, 17.22)  0.292
H (25.46, 13.89, 15.73)  0.284
H (24.41, 14.64, 17.07)  0.286
H (25.44, 13.27, 17.40)  0.318
C (34.49, 22.22, 19.62)  -0.864
O (33.58, 21.41, 20.36)  -0.159
C (33.76, 20.07, 20.27)  -0.670
C (32.65, 19.31, 21.00)  -0.106
N (32.97, 17.90, 21.10)  -0.334
C (31.79, 17.11, 21.16)  0.842
C (31.96, 15.79, 21.82)  0.196
O (32.18, 15.91, 23.22)  -0.338
C (32.47, 14.69, 23.78)  -0.684
H (35.52, 21.99, 20.00)  0.337
H (34.29, 23.25, 19.75)  0.243
H (34.44, 21.94, 18.56)  0.331
H (34.80, 19.78, 20.71)  0.258
H (33.81, 19.78, 19.19)  0.380
H (31.78, 19.44, 20.35)  -0.286
H (32.41, 19.69, 22.00)  0.303
H (33.53, 17.83, 21.91)  0.373
H (31.42, 17.08, 20.15)  -0.121
H (31.03, 17.64, 21.80)  -0.600
H (32.81, 15.17, 21.45)  0.813
H (31.06, 15.22, 21.62)  -0.697
H (33.37, 14.34, 23.30)  0.393
H (31.67, 13.99, 23.51)  0.100
H (32.60, 14.85, 24.85)  0.277
C (23.61, 24.16, 16.06)  -0.671
O (22.81, 22.98, 16.13)  -0.442
C (23.60, 21.79, 16.15)  0.154
C (22.52, 20.76, 16.34)  -1.308
N (21.87, 20.92, 17.56)  0.146
C (20.80, 20.02, 18.01)  -0.124
C (19.89, 20.73, 18.95)  -0.551
O (19.02, 19.81, 19.59)  -0.326
C (18.03, 20.44, 20.38)  -0.761
H (22.98, 25.05, 16.22)  0.298
H (24.09, 24.28, 15.06)  0.276
H (24.44, 24.10, 16.75)  0.193
H (24.19, 21.74, 17.06)  -0.094
H (24.18, 21.67, 15.25)  0.602
H (22.97, 19.75, 16.25)  0.382
H (21.94, 20.80, 15.38)  0.453
H (21.71, 21.90, 17.75)  0.142
H (21.22, 19.14, 18.56)  -0.102
H (20.25, 19.48, 17.17)  0.253
H (19.43, 21.58, 18.48)  0.589
H (20.53, 21.20, 19.73)  0.107
H (17.32, 19.65, 20.54)  0.267
H (17.46, 21.22, 19.84)  0.325
H (18.51, 20.71, 21.35)  0.262
C (28.61, 15.12, 26.62)  0.187
O (28.09, 13.79, 26.93)  -0.603
C (26.91, 13.68, 26.16)  1.808
C (26.30, 12.30, 26.21)  -1.610
N (25.36, 12.02, 25.08)  0.324
C (24.76, 10.71, 25.21)  -0.821
C (23.80, 10.47, 24.11)  -0.462
O (22.68, 11.31, 24.32)  -0.428
C (22.11, 11.91, 23.18)  -0.510
H (28.61, 15.32, 25.54)  -0.349
H (29.57, 15.22, 27.06)  0.490
H (27.93, 15.90, 27.06)  -0.035
H (27.11, 14.14, 25.15)  -0.501
H (26.19, 14.36, 26.68)  -0.290
H (25.98, 12.16, 27.27)  0.275
H (27.13, 11.61, 26.02)  0.415
H (24.60, 12.70, 25.10)  0.068
H (24.16, 10.72, 26.14)  0.376
H (25.52, 9.95, 25.22)  0.420
H (23.42, 9.46, 24.21)  0.382
H (24.17, 10.68, 23.09)  0.262
H (22.83, 12.56, 22.71)  0.171
H (21.18, 12.41, 23.53)  0.185
H (21.76, 11.16, 22.48)  0.367
C (26.49, 27.62, 22.46)  -0.815
O (26.75, 26.27, 22.97)  -0.089
C (28.16, 26.06, 22.95)  -0.933
C (28.58, 24.70, 23.52)  -0.055
N (30.00, 24.55, 23.44)  -0.262
C (30.58, 23.57, 24.33)  -1.179
C (30.28, 22.13, 23.88)  -0.328
O (28.91, 21.81, 24.22)  0.031
C (28.41, 20.66, 23.60)  0.283
H (27.20, 28.34, 22.89)  0.323
H (25.51, 27.92, 22.70)  0.171
H (26.59, 27.57, 21.38)  0.337
H (28.69, 26.83, 23.51)  0.408
H (28.61, 26.15, 21.93)  0.340
H (28.05, 23.97, 22.98)  0.004
H (28.23, 24.71, 24.56)  0.221
H (30.42, 25.51, 23.61)  0.305
H (30.26, 23.56, 25.36)  0.371
H (31.66, 23.67, 24.27)  0.481
H (30.93, 21.42, 24.40)  0.442
H (30.41, 21.93, 22.82)  0.126
H (28.21, 20.74, 22.50)  0.426
H (27.49, 20.37, 24.21)  -0.677
H (29.07, 19.77, 23.77)  0.039
C (32.71, 12.07, 13.21)  -0.752
O (31.47, 12.29, 13.78)  -0.204
C (30.62, 11.15, 13.83)  -0.621
C (29.46, 11.50, 14.63)  -0.616
N (29.71, 11.64, 16.06)  -0.451
C (28.55, 12.09, 16.85)  -0.796
C (29.07, 12.82, 18.13)  -0.090
O (29.97, 13.85, 17.76)  -0.376
C (30.51, 14.46, 18.93)  -0.647
H (33.08, 13.11, 12.91)  0.154
H (32.58, 11.44, 12.33)  0.331
H (33.44, 11.55, 13.86)  0.296
H (31.20, 10.33, 14.29)  0.384
H (30.22, 10.96, 12.82)  0.405
H (28.78, 10.65, 14.55)  0.399
H (29.05, 12.36, 14.18)  0.321
H (30.39, 12.35, 16.16)  0.317
H (27.94, 11.22, 17.18)  0.368
H (27.87, 12.78, 16.31)  0.252
H (29.60, 12.17, 18.82)  0.612
H (28.20, 13.21, 18.73)  -0.223
H (31.20, 15.17, 18.48)  0.386
H (30.97, 13.67, 19.52)  0.510
H (29.73, 14.91, 19.55)  -0.011
C (30.27, 11.81, 22.20)  -0.624
O (28.93, 11.68, 21.76)  -0.528
C (28.12, 12.78, 22.09)  1.212
C (26.74, 12.45, 21.57)  -1.707
N (25.82, 13.44, 22.04)  0.473
C (25.97, 14.78, 21.48)  0.285
C (25.19, 15.83, 22.20)  0.261
O (25.78, 16.03, 23.43)  0.473
C (25.13, 17.05, 24.18)  1.036
H (30.77, 12.65, 21.77)  0.049
H (30.89, 10.88, 22.04)  0.300
H (30.21, 12.02, 23.28)  0.390
H (28.60, 13.67, 21.75)  -0.143
H (28.06, 12.87, 23.17)  0.146
H (26.51, 11.50, 21.97)  0.180
H (26.65, 12.30, 20.51)  0.513
H (25.92, 13.54, 23.05)  -0.271
H (25.70, 14.78, 20.38)  -0.047
H (26.98, 15.21, 21.59)  -0.423
H (24.11, 15.66, 22.29)  0.422
H (25.24, 16.80, 21.68)  -0.816
H (25.64, 18.01, 23.92)  -0.242
H (25.20, 16.77, 25.23)  -0.620
H (24.05, 17.21, 23.91)  -0.399
C (27.97, 20.23, 12.58)  -0.730
O (27.09, 21.03, 13.30)  -0.408
C (27.13, 20.81, 14.69)  0.869
C (27.41, 22.00, 15.55)  -0.670
N (27.72, 21.48, 16.86)  0.572
C (27.67, 22.43, 17.95)  -1.433
C (28.31, 21.70, 19.16)  -0.376
O (29.53, 21.03, 18.84)  0.044
C (30.61, 21.92, 18.95)  -0.797
H (27.65, 20.33, 11.57)  0.322
H (27.97, 19.08, 12.71)  0.264
H (29.06, 20.52, 12.58)  0.298
H (27.91, 19.99, 14.84)  -0.339
H (26.12, 20.40, 15.02)  -0.207
H (26.54, 22.63, 15.52)  0.136
H (28.16, 22.60, 15.04)  0.312
H (28.58, 20.99, 16.92)  0.012
H (26.66, 22.77, 18.12)  0.307
H (28.30, 23.32, 17.83)  0.482
H (27.73, 20.86, 19.55)  -0.133
H (28.50, 22.34, 20.02)  0.668
H (30.71, 22.41, 19.95)  0.147
H (30.34, 22.72, 18.27)  0.580
H (31.55, 21.44, 18.57)  0.018
C (28.66, 16.79, 23.03)  0.132
O (27.76, 17.35, 22.09)  0.611
C (28.30, 17.87, 20.84)  0.798
C (27.22, 18.43, 19.95)  -0.268
N (26.54, 19.48, 20.66)  1.167
C (25.42, 20.01, 19.88)  -0.294
C (24.14, 19.25, 19.91)  0.345
O (23.77, 19.18, 21.31)  1.022
C (22.67, 18.28, 21.44)  -0.187
H (28.08, 16.63, 23.95)  -0.557
H (29.47, 17.45, 23.28)  0.501
H (29.02, 15.82, 22.68)  -0.653
H (28.95, 17.13, 20.33)  -1.216
H (29.04, 18.60, 21.01)  0.245
H (26.49, 17.63, 19.60)  -0.520
H (27.70, 18.86, 19.08)  0.992
H (26.21, 19.03, 21.51)  -0.532
H (25.74, 20.15, 18.84)  0.097
H (25.19, 21.07, 20.19)  -0.878
H (24.28, 18.24, 19.46)  0.067
H (23.41, 19.70, 19.26)  -0.538
H (22.93, 17.33, 20.95)  0.122
H (21.69, 18.62, 21.06)  0.073
H (22.53, 18.08, 22.47)  -0.579